The following is a quantum chemistry calculation of a 7-piece molecular cluster, C35H81N3O7 overall at a distorted geometry, from the Open Molecules 2025 dataset.

Values from the calculation:
E_HOMO in eV: -8.0
LUMO energy in eV: 0.3
Orbital gap in eV: 8.28
F_max in eV/Å: 5.0
Relative energy (zero: lowest compared OMol25 entry of this formula, charge and spin) in kcal/mol: 26.63
Structure (SMILES): CC1(C)CCCC(C)(C)N1O.CC1(C)CCCC(C)(C)N1O.CC1(C)CCCC(C)(C)N1O.CCO.CCO.CCO.CCO

Bonds (Å) are listed after each position.
Cartesian coordinates (Å):
1 C -0.90 -3.00 5.00  C2 1.542, H12 1.090, H13 1.090, H14 1.090
2 C -0.76 -1.96 3.88  C1 1.542, C3 1.501, N7 1.478, C11 1.534
3 C -0.02 -2.58 2.73  C2 1.501, C4 1.531, H15 1.090, H16 1.090
4 C -0.92 -3.52 1.92  C3 1.531, C5 1.471, H17 1.090, H18 1.090
5 C -2.19 -2.93 1.46  C4 1.471, C6 1.603, H19 1.090, H20 1.090
6 C -3.02 -2.22 2.64  C5 1.603, N7 1.514, C9 1.532, C10 1.584
7 N -2.07 -1.40 3.48  C2 1.478, C6 1.514, O8 1.339
8 O -2.67 -0.71 4.46  N7 1.339, H30 0.960
9 C -4.09 -1.35 1.99  C6 1.532, H21 1.090, H22 1.090, H23 1.090
10 C -3.72 -3.39 3.45  C6 1.584, H24 1.090, H25 1.090, H26 1.090
11 C 0.09 -0.76 4.32  C2 1.534, H27 1.090, H28 1.090, H29 1.090
12 H -1.84 -2.94 5.55  C1 1.090
13 H -0.10 -2.79 5.71  C1 1.090
14 H -0.82 -4.02 4.62  C1 1.090
15 H 0.50 -1.80 2.18  C3 1.090
16 H 0.77 -3.23 3.12  C3 1.090
17 H -0.99 -4.47 2.44  C4 1.090
18 H -0.36 -3.81 1.03  C4 1.090
19 H -2.89 -3.72 1.18  C5 1.090
20 H -1.97 -2.33 0.58  C5 1.090
21 H -3.57 -0.46 1.61  C9 1.090
22 H -4.67 -1.79 1.18  C9 1.090
23 H -4.77 -0.92 2.72  C9 1.090
24 H -4.53 -3.67 2.77  C10 1.090
25 H -3.09 -4.25 3.68  C10 1.090
26 H -4.12 -3.01 4.39  C10 1.090
27 H 1.08 -1.11 4.62  C11 1.090
28 H -0.36 -0.23 5.16  C11 1.090
29 H 0.10 -0.01 3.52  C11 1.090
30 H -3.07 -1.44 4.95  O8 0.960
31 C -0.63 -2.10 -3.82  C32 1.521, H42 1.090, H43 1.090, H44 1.090
32 C -0.74 -3.60 -4.05  C31 1.521, C33 1.562, N37 1.510, C41 1.546
33 C -0.11 -3.90 -5.44  C32 1.562, C34 1.537, H45 1.090, H46 1.090
34 C 1.43 -3.87 -5.38  C33 1.537, C35 1.520, H47 1.090, H48 1.090
35 C 1.88 -4.88 -4.35  C34 1.520, C36 1.527, H49 1.090, H50 1.090
36 C 1.37 -4.67 -2.92  C35 1.527, N37 1.491, C39 1.512, C40 1.544
37 N -0.10 -4.42 -2.96  C32 1.510, C36 1.491, O38 1.361
38 O -0.71 -4.27 -1.75  N37 1.361, H60 0.960
39 C 1.51 -5.94 -2.11  C36 1.512, H51 1.090, H52 1.090, H53 1.090
40 C 2.15 -3.53 -2.22  C36 1.544, H54 1.090, H55 1.090, H56 1.090
41 C -2.24 -3.94 -4.14  C32 1.546, H57 1.090, H58 1.090, H59 1.090
42 H -1.24 -1.70 -4.63  C31 1.090
43 H 0.38 -1.69 -3.84  C31 1.090
44 H -0.97 -1.77 -2.83  C31 1.090
45 H -0.41 -4.91 -5.74  C33 1.090
46 H -0.45 -3.24 -6.24  C33 1.090
47 H 1.78 -2.85 -5.24  C34 1.090
48 H 1.79 -4.14 -6.38  C34 1.090
49 H 2.96 -4.82 -4.44  C35 1.090
50 H 1.62 -5.90 -4.66  C35 1.090
51 H 2.48 -6.44 -2.20  C39 1.090
52 H 1.33 -5.63 -1.08  C39 1.090
53 H 0.74 -6.65 -2.42  C39 1.090
54 H 3.23 -3.50 -2.34  C40 1.090
55 H 1.88 -2.54 -2.56  C40 1.090
56 H 1.92 -3.45 -1.15  C40 1.090
57 H -2.87 -3.31 -4.77  C41 1.090
58 H -2.68 -3.79 -3.15  C41 1.090
59 H -2.44 -5.00 -4.32  C41 1.090
60 H -1.34 -4.99 -1.75  O38 0.960
61 C -2.08 2.54 1.36  C62 1.567, H72 1.090, H73 1.090, H74 1.090
62 C -1.99 3.58 2.53  C61 1.567, C63 1.534, N67 1.451, C71 1.577
63 C -0.52 3.81 2.88  C62 1.534, C64 1.524, H75 1.090, H76 1.090
64 C 0.29 4.59 1.85  C63 1.524, C65 1.540, H77 1.090, H78 1.090
65 C -0.43 5.94 1.70  C64 1.540, C66 1.614, H79 1.090, H80 1.090
66 C -2.02 5.88 1.43  C65 1.614, N67 1.510, C69 1.558, C70 1.526
67 N -2.69 4.82 2.27  C62 1.451, C66 1.510, O68 1.405
68 O -4.06 4.65 1.97  N67 1.405, H90 0.960
69 C -2.60 7.27 1.82  C66 1.558, H81 1.090, H82 1.090, H83 1.090
70 C -2.22 5.71 -0.07  C66 1.526, H84 1.090, H85 1.090, H86 1.090
71 C -2.69 2.92 3.78  C62 1.577, H87 1.090, H88 1.090, H89 1.090
72 H -1.72 1.53 1.56  C61 1.090
73 H -1.61 2.91 0.45  C61 1.090
74 H -3.10 2.34 1.05  C61 1.090
75 H -0.37 4.16 3.90  C63 1.090
76 H -0.05 2.83 2.94  C63 1.090
77 H 0.38 4.11 0.88  C64 1.090
78 H 1.24 4.85 2.32  C64 1.090
79 H 0.04 6.41 0.83  C65 1.090
80 H -0.18 6.61 2.53  C65 1.090
81 H -2.80 7.32 2.89  C69 1.090
82 H -1.86 8.05 1.61  C69 1.090
83 H -3.52 7.50 1.28  C69 1.090
84 H -1.77 6.36 -0.83  C70 1.090
85 H -1.78 4.77 -0.41  C70 1.090
86 H -3.28 5.57 -0.29  C70 1.090
87 H -2.67 3.48 4.72  C71 1.090
88 H -2.20 1.96 3.92  C71 1.090
89 H -3.72 2.69 3.51  C71 1.090
90 H -4.11 4.23 1.11  O68 0.960
91 C -0.47 3.54 -3.67  C92 1.566, H94 1.090, H95 1.090, H96 1.090
92 C 0.83 3.40 -4.52  C91 1.566, O93 1.450, H97 1.090, H98 1.090
93 O 1.43 2.14 -4.14  C92 1.450, H99 0.960
94 H -1.09 4.33 -4.10  C91 1.090
95 H -0.27 3.71 -2.61  C91 1.090
96 H -1.19 2.73 -3.83  C91 1.090
97 H 1.55 4.18 -4.25  C92 1.090
98 H 0.64 3.41 -5.59  C92 1.090
99 H 1.78 1.71 -4.93  O93 0.960
100 C 0.49 -0.34 -0.13  C101 1.557, H103 1.090, H104 1.090, H105 1.090
101 C 0.65 1.00 -0.90  C100 1.557, O102 1.426, H106 1.090, H107 1.090
102 O 1.84 0.92 -1.69  C101 1.426, H108 0.960
103 H 1.38 -0.51 0.47  C100 1.090
104 H 0.29 -1.17 -0.81  C100 1.090
105 H -0.31 -0.16 0.59  C100 1.090
106 H 0.75 1.78 -0.15  C101 1.090
107 H -0.26 1.23 -1.46  C101 1.090
108 H 1.73 1.40 -2.51  O102 0.960
109 C 4.57 1.89 1.26  C110 1.466, H112 1.090, H113 1.090, H114 1.090
110 C 3.47 2.62 1.90  C109 1.466, O111 1.444, H115 1.090, H116 1.090
111 O 3.94 3.24 3.11  C110 1.444, H117 0.960
112 H 5.04 1.17 1.94  C109 1.090
113 H 5.30 2.64 0.98  C109 1.090
114 H 4.22 1.40 0.35  C109 1.090
115 H 2.65 1.91 2.05  C110 1.090
116 H 3.04 3.43 1.31  C110 1.090
117 H 4.17 4.14 2.88  O111 0.960
118 C 6.62 -0.77 -1.38  C119 1.514, H121 1.090, H122 1.090, H123 1.090
119 C 5.35 -0.14 -1.92  C118 1.514, O120 1.392, H124 1.090, H125 1.090
120 O 4.30 -0.80 -1.28  C119 1.392, H126 0.960
121 H 6.83 -0.70 -0.32  C118 1.090
122 H 7.40 -0.13 -1.81  C118 1.090
123 H 6.79 -1.80 -1.71  C118 1.090
124 H 5.30 -0.24 -3.00  C119 1.090
125 H 5.32 0.91 -1.64  C119 1.090
126 H 3.51 -0.29 -1.44  O120 0.960

Atom charges from the Mulliken analysis, given in e for atoms 1 to 99:
1 C -1.7358
2 C 1.4269
3 C -0.9659
4 C 0.1191
5 C -1.0307
6 C 1.2049
7 N 1.2731
8 O -0.5339
9 C -1.8087
10 C -1.7022
11 C -2.0194
12 H 0.1707
13 H 0.5177
14 H 0.3269
15 H -0.0980
16 H 0.3690
17 H 0.5530
18 H -0.3270
19 H 0.4248
20 H 0.1839
21 H 0.2316
22 H 0.3911
23 H 0.4132
24 H 0.5341
25 H 0.3053
26 H 0.3468
27 H 0.5497
28 H 0.4536
29 H 0.1307
30 H 0.2933
31 C -1.6960
32 C 1.7787
33 C -1.2807
34 C -0.5573
35 C -1.3127
36 C 1.9350
37 N -0.0504
38 O 0.0263
39 C -1.9058
40 C -1.4686
41 C -2.0392
42 H 0.5650
43 H 0.2317
44 H 0.0909
45 H 0.3552
46 H 0.4347
47 H 0.3248
48 H 0.4261
49 H 0.4336
50 H 0.3388
51 H 0.3670
52 H 0.2688
53 H 0.4767
54 H 0.4542
55 H 0.1034
56 H 0.2137
57 H 0.3764
58 H 0.4452
59 H 0.4215
60 H 0.2861
61 C -0.4935
62 C 1.7204
63 C -0.9698
64 C 0.5141
65 C -1.9759
66 C 1.9911
67 N 0.0695
68 O -0.4492
69 C -1.9337
70 C -1.7558
71 C -1.7844
72 H -0.6303
73 H -0.0818
74 H 0.5483
75 H 0.5858
76 H -0.1542
77 H -0.3317
78 H 0.3460
79 H 0.5128
80 H 0.4814
81 H 0.4508
82 H 0.3894
83 H 0.3427
84 H 0.4431
85 H 0.2802
86 H 0.4119
87 H 0.3790
88 H 0.3031
89 H 0.3924
90 H 0.3529
91 C -0.7667
92 C -0.3668
93 O -0.3838
94 H 0.4447
95 H -0.0444
96 H 0.2936
97 H 0.2511
98 H 0.3779
99 H 0.2072